[1]
ORCA calculation (wB97M-V/def2-TZVPD) on C6H11Br2CaCl2N2 as an isolated structure.

The geometry in XYZ format:
```
24
C6H11Br2CaCl2N2, DFT wB97M-V/def2-TZVPD
Ca 3.775 1.829 -1.552
C 1.931 -0.174 0.435
C 0.639 0.600 0.378
N -0.544 -0.282 0.334
C -0.820 -1.163 -0.679
C -2.081 -1.608 -0.516
N -2.535 -1.052 0.666
C -1.613 -0.203 1.101
C -3.860 -1.231 1.242
H 2.647 0.614 0.603
H 2.087 -0.725 -0.489
H 2.050 -0.833 1.299
H 0.592 1.183 -0.549
H 0.491 1.331 1.170
H -0.072 -1.424 -1.412
H -2.606 -2.369 -1.063
H -1.722 0.473 1.931
H -3.883 -2.130 1.853
H -4.603 -1.288 0.449
H -4.145 -0.353 1.818
Cl 4.992 2.761 0.686
Cl 1.465 3.531 -1.244
Br 5.728 2.497 -3.422
Br 2.088 0.017 -3.039
```

HOMO, eV: -4.7
HOMO-LUMO gap, Eh: 0.218
Charge: -1

Here are the Mulliken charges for atoms 1 to 8, given in e: Ca 1.020; C -0.943; C -0.152; N 0.186; C -0.273; C -0.495; N 0.155; C -0.013

[2]
ORCA calculation (wB97M-V/def2-TZVPD) on C32H56N2O3P2Pt as an isolated structure.

The geometry in XYZ format:
```
96
C32H56N2O3P2Pt, DFT wB97M-V/def2-TZVPD
Pt -0.067 0.370 -0.692
C -2.306 2.045 -0.860
C -2.911 1.134 -1.745
C -2.089 -0.141 0.020
C -1.748 1.289 0.266
C -2.881 -0.170 -1.198
C -2.296 3.516 -0.962
H -1.891 3.846 -1.934
H -1.677 3.943 -0.159
H -3.308 3.956 -0.867
C -1.593 1.810 1.644
H -1.374 2.882 1.631
H -0.801 1.285 2.204
H -2.536 1.653 2.186
C -2.124 -1.131 1.131
H -3.044 -1.031 1.730
H -1.269 -0.950 1.799
H -2.076 -2.158 0.744
C -3.690 -1.317 -1.661
H -4.753 -1.037 -1.715
H -3.598 -2.168 -0.971
H -3.390 -1.651 -2.666
C -3.575 1.538 -3.013
H -4.573 1.965 -2.818
H -3.701 0.683 -3.690
H -2.990 2.312 -3.539
C 1.293 0.847 -3.335
C 0.182 1.591 -3.513
C -0.397 1.845 -4.870
C -1.309 0.708 -5.417
C -1.209 -0.599 -4.685
C -0.091 -1.344 -4.727
C 1.220 -0.877 -5.286
C 2.014 0.203 -4.484
H 0.413 2.015 -5.598
H -1.038 0.546 -6.474
H -0.976 2.782 -4.848
H 2.331 0.988 -5.192
H 1.791 0.762 -2.359
H -0.356 2.059 -2.677
H 2.952 -0.246 -4.124
H 1.870 -1.761 -5.388
H -0.137 -2.423 -4.530
H 1.075 -0.492 -6.308
H -2.349 1.058 -5.419
H -2.146 -0.982 -4.275
P 1.448 2.207 -0.244
C 1.349 2.836 1.459
H 2.284 3.351 1.717
H 1.226 1.968 2.129
H 0.502 3.526 1.568
C 3.176 1.647 -0.243
H 3.793 2.440 0.199
H 3.515 1.440 -1.262
H 3.267 0.737 0.385
C 1.380 3.694 -1.302
H 1.466 3.421 -2.359
H 2.203 4.374 -1.042
H 0.428 4.223 -1.159
P 0.666 -1.797 -0.920
C -0.572 -2.677 -1.913
H -0.072 -3.504 -2.432
H -1.006 -1.997 -2.655
H -1.375 -3.071 -1.276
C 2.264 -1.921 -1.746
H 2.175 -1.578 -2.781
H 2.572 -2.974 -1.727
H 3.004 -1.320 -1.201
C 0.828 -2.870 0.539
H 0.672 -3.914 0.227
H 0.075 -2.598 1.289
H 1.834 -2.728 0.955
C 0.239 -3.441 5.647
C 0.168 -2.244 4.711
C 1.146 -1.084 5.051
C 0.979 -0.579 6.510
C -0.445 -0.234 6.895
C 2.593 -1.583 4.886
O 3.246 -2.132 5.765
N 3.133 -1.385 3.634
C 2.573 -0.673 2.571
O 3.131 -0.795 1.466
N 1.490 0.078 2.829
C 0.868 0.043 4.024
O -0.037 0.867 4.269
H 1.270 -3.799 5.743
H -0.375 -4.250 5.238
H -0.144 -3.188 6.644
H 0.379 -2.568 3.678
H -0.856 -1.841 4.699
H 1.392 -1.343 7.183
H 1.612 0.315 6.608
H -1.073 -1.127 6.965
H -0.447 0.269 7.865
H -0.839 0.442 6.130
H 4.021 -1.824 3.429
```

HOMO (spin up / spin down), eV: -13.6 / -13.4
Multiplicity: 5
HOMO-LUMO gap (spin up / spin down), Eh: 0.313 / 0.111
Relative energy (zero: lowest compared OMol25 entry of this formula, charge and spin), kcal per mole: 0.0
Charge: +2
⟨S²⟩: 6.0153

Here are the Mulliken charges for atoms 1 to 8, given in e: Pt 0.959; C -0.265; C 1.729; C -0.147; C 0.996; C 0.844; C -1.843; H 0.285

[3]
ORCA calculation (wB97M-V/def2-TZVPD) on C2HO2Yb as an isolated structure.

The geometry in XYZ format:
```
6
C2HO2Yb, DFT wB97M-V/def2-TZVPD
O 1.455 0.381 -1.801
C 0.641 0.469 -0.948
C -0.404 0.249 -0.142
O -0.318 -0.112 1.135
H -1.107 1.067 -0.518
Yb -0.266 -2.054 2.274
```

HOMO (spin up / spin down), eV: -7.2 / -7.2
Multiplicity: 2
HOMO-LUMO gap (spin up / spin down), Eh: 0.254 / 0.180
Relative energy (zero: lowest compared OMol25 entry of this formula, charge and spin), kcal per mole: 22.1
Charge: 0
⟨S²⟩: 0.7510

Atomic charges from the Mulliken analysis, expressed in e, are listed below: O -0.413; C 0.641; C -0.257; O -0.252; H 0.128; Yb 0.153

[4]
ORCA calculation (wB97M-V/def2-TZVPD) on C2H2FO2V as an isolated structure.

The geometry in XYZ format:
```
8
C2H2FO2V, DFT wB97M-V/def2-TZVPD
F -3.426 -0.951 1.268
O 1.214 -0.678 -2.009
C 0.910 -0.125 -1.032
C 0.996 0.611 0.217
O -0.289 -0.019 -0.180
V -1.890 -0.649 0.537
H 0.991 1.703 0.146
H 1.494 0.108 1.053
```

HOMO (spin up / spin down), eV: -14.0 / -17.1
Multiplicity: 4
HOMO-LUMO gap (spin up / spin down), Eh: 0.311 / 0.419
Relative energy (zero: lowest compared OMol25 entry of this formula, charge and spin), kcal per mole: 26.2
Charge: +1
⟨S²⟩: 3.7562

Atomic charges from the Mulliken analysis, expressed in e, are listed below: F -0.615; O -0.255; C 0.553; C -0.255; O -0.522; V 1.543; H 0.269; H 0.282